a.
17
Properties=species:S:1:pos:R:3 method="wB97M-V/def2-TZVPD" gap_ev=6.445 total_charge=-1 homo_energy_ev=-2.838
C -0.664 0.713 -0.965
C -0.456 1.847 -0.051
S -1.839 1.545 1.195
N 0.629 0.191 -1.473
C 1.089 -1.066 -1.215
N 0.341 -1.864 -0.297
O 2.115 -1.528 -1.700
H -1.151 -0.158 -0.399
H -1.262 1.231 -1.735
H 0.401 1.967 0.667
H -0.683 2.889 -0.431
H 1.000 0.697 -2.362
H -0.619 -1.603 0.026
H 0.704 -2.744 0.011
H 0.540 -0.881 2.176
H -0.397 -0.387 3.462
O 0.253 -0.848 3.092


b.
17
Properties=species:S:1:pos:R:3 method="wB97M-V/def2-TZVPD" gap_ev=6.741 total_charge=-1 homo_energy_ev=-2.956
C 1.369 -0.580 0.715
C -0.053 -0.962 1.298
S -0.776 0.358 2.405
N 1.434 -0.759 -0.736
C 0.876 0.061 -1.685
N 0.141 1.146 -1.281
O 1.073 -0.265 -2.869
H 1.655 0.445 1.018
H 2.086 -1.371 1.082
H -0.697 -1.077 0.372
H -0.247 -1.811 1.944
H 1.796 -1.629 -1.101
H -0.652 0.997 -0.697
H 0.046 1.851 -1.993
H -3.398 0.825 0.656
H -1.965 1.541 0.694
O -2.689 1.230 0.180


Stability ranking, top entry: b; the second entry is 110.5 kJ/mol less favorable.


a.
29
Properties=species:S:1:pos:R:3 method="wB97M-V/def2-TZVPD" gap_ev=8.455 homo_energy_ev=-8.048
C 2.050 -1.832 2.054
C 0.828 -1.757 2.838
C 2.550 -0.673 1.519
C 0.312 -0.546 3.107
C 2.041 0.538 1.796
C 0.859 0.593 2.544
C 0.267 1.850 3.034
C -1.005 1.819 0.702
C -1.331 -0.707 -1.695
C -0.698 0.363 -2.608
C -0.984 -0.317 -0.258
C -0.725 1.584 -1.840
N -0.336 2.552 3.707
N -0.807 1.094 -0.391
S -0.791 3.532 0.382
H 2.620 -2.774 1.909
H 0.424 -2.685 3.252
H 3.448 -0.736 0.793
H -0.719 -0.501 3.594
H 2.605 1.326 1.353
H -2.373 -0.653 -1.784
H -0.973 -1.800 -1.914
H 0.363 0.215 -2.992
H -1.195 0.641 -3.585
H -1.659 -0.562 0.584
H 0.017 -0.838 0.005
H 0.141 2.141 -1.848
H -1.522 2.385 -1.998
H -1.298 3.683 1.538


b.
29
Properties=species:S:1:pos:R:3 method="wB97M-V/def2-TZVPD" gap_ev=8.847 homo_energy_ev=-8.162
C 2.790 2.435 -0.059
C 1.375 1.931 -0.210
S 0.251 2.716 -1.234
C -1.006 1.530 -1.039
C -2.335 1.629 -1.677
C -0.632 0.512 -0.191
C 0.830 0.701 0.127
C 1.584 -0.227 1.064
C 1.744 -1.684 0.723
C 0.610 -2.305 -0.177
C -0.740 -1.965 0.325
N -1.675 -2.782 0.785
C -2.840 -1.992 0.864
C -2.613 -0.687 0.510
N -1.286 -0.665 0.145
H 2.850 2.678 0.994
H 3.011 3.395 -0.611
H 3.490 1.605 -0.452
H -2.189 2.130 -2.650
H -3.033 2.270 -1.087
H -2.833 0.641 -1.873
H 0.989 -0.199 1.980
H 2.575 0.134 1.357
H 2.074 -2.188 1.697
H 2.563 -1.872 0.099
H 0.739 -2.047 -1.266
H 0.764 -3.345 -0.102
H -3.740 -2.493 1.287
H -3.315 0.146 0.669


Stability ranking, top entry: b; the second entry is 283.3 kJ/mol less favorable.


a.
24
Properties=species:S:1:pos:R:3 method="wB97M-V/def2-TZVPD" gap_ev=9.735 homo_energy_ev=-8.797
C 3.058 0.269 0.599
C 1.549 0.010 0.515
N 1.101 0.358 -0.818
C -0.331 0.382 -1.008
C -1.164 1.360 -0.189
C -1.980 0.792 1.019
N -3.302 0.261 0.679
H 3.358 0.091 1.626
H 3.569 -0.201 -0.240
H 3.333 1.319 0.406
H 1.421 -1.043 0.816
H 0.904 0.503 1.273
H 1.575 1.198 -1.102
H -0.418 0.690 -2.062
H -0.724 -0.645 -0.899
H -0.713 2.305 0.191
H -1.955 1.927 -0.685
H -1.468 0.017 1.591
H -2.051 1.659 1.668
H -3.875 0.997 0.304
H -3.162 -0.523 0.060
O 0.849 -3.026 -0.793
H 0.417 -2.356 -0.290
H 1.680 -2.807 -1.196


b.
24
Properties=species:S:1:pos:R:3 method="wB97M-V/def2-TZVPD" gap_ev=9.323 homo_energy_ev=-8.464
C -2.433 -0.314 -2.320
N -1.076 -0.091 -1.828
C -1.038 0.935 -0.708
C 0.393 1.053 -0.265
N 0.934 0.073 0.652
C 1.974 -0.808 0.053
C -0.030 -0.732 1.382
H -3.107 -0.755 -1.586
H -2.945 0.609 -2.644
H -2.334 -0.959 -3.195
H -0.595 0.374 -2.590
H -1.527 1.834 -1.069
H -1.719 0.472 0.010
H 0.519 2.071 0.146
H 1.000 1.134 -1.173
H 2.951 -0.365 0.264
H 1.935 -0.756 -1.039
H 1.847 -1.807 0.445
H 0.478 -1.296 2.158
H -0.719 -0.039 1.875
H -0.650 -1.381 0.748
O 2.388 0.278 3.793
H 1.459 0.122 4.081
H 2.293 0.347 2.812


Stability ranking, top entry: a; the second entry is 7.6 kJ/mol less favorable.


a.
24
Properties=species:S:1:pos:R:3 method="wB97M-V/def2-TZVPD" gap_ev=9.267 homo_energy_ev=-8.632
C 0.428 -1.581 1.690
N -0.096 -0.387 2.297
C -1.120 0.281 1.516
C -0.663 0.901 0.172
C -1.799 0.938 -0.864
C -1.763 -0.301 -1.745
N -1.713 2.222 -1.557
H 1.310 -1.947 2.198
H -0.271 -2.418 1.836
H 0.538 -1.546 0.630
H 0.599 0.292 2.570
H -1.578 1.045 2.145
H -1.899 -0.453 1.268
H 0.156 0.303 -0.212
H -0.292 1.910 0.343
H -2.709 0.940 -0.275
H -0.771 -0.747 -1.854
H -2.256 -0.139 -2.708
H -2.306 -1.137 -1.288
H -0.771 2.435 -1.852
H -2.336 2.313 -2.347
O 6.642 -0.695 -0.859
H 5.941 -1.271 -1.175
H 6.728 -0.954 0.072


b.
24
Properties=species:S:1:pos:R:3 method="wB97M-V/def2-TZVPD" gap_ev=9.850 homo_energy_ev=-8.865
C -1.450 0.604 -1.881
C -1.276 -0.610 -0.952
C -0.996 -0.272 0.504
N -1.260 -1.493 1.294
C 0.478 0.090 0.742
N 0.807 1.510 0.916
C 1.830 2.044 -0.028
H -1.442 1.519 -1.283
H -0.742 0.649 -2.702
H -2.466 0.602 -2.286
H -2.199 -1.192 -0.986
H -0.571 -1.352 -1.328
H -1.623 0.557 0.856
H -2.155 -1.879 0.994
H -1.342 -1.287 2.284
H 0.854 -0.449 1.610
H 1.029 -0.316 -0.112
H -0.039 2.041 0.742
H 2.729 2.254 0.544
H 2.070 1.302 -0.792
H 1.454 2.949 -0.491
O 2.479 -2.489 0.658
H 2.068 -2.765 1.486
H 1.763 -2.020 0.211


c.
24
Properties=species:S:1:pos:R:3 method="wB97M-V/def2-TZVPD" gap_ev=9.406 homo_energy_ev=-8.802
N -1.813 -2.256 0.381
C -0.663 -2.596 -0.451
C 0.611 -1.834 -0.131
C 0.550 -0.283 -0.086
C -0.239 0.528 -1.085
C -0.017 2.020 -0.939
N 1.404 2.375 -0.655
H -1.839 -2.931 1.135
H -1.717 -1.354 0.831
H -0.852 -2.535 -1.531
H -0.543 -3.694 -0.439
H 1.461 -2.061 -0.801
H 1.029 -2.212 0.804
H 0.262 0.019 0.917
H 1.619 0.022 -0.124
H -0.011 0.041 -2.053
H -1.336 0.408 -0.918
H -0.132 2.461 -1.929
H -0.648 2.464 -0.170
H 1.872 1.774 -0.001
H 1.557 3.365 -0.585
O -0.165 1.685 2.578
H 0.545 2.324 2.678
H -0.932 2.270 2.575


Stability ranking, top entry: a; the second entry is 13.4 kJ/mol less favorable.


a.
24
Properties=species:S:1:pos:R:3 method="wB97M-V/def2-TZVPD" gap_ev=9.449 homo_energy_ev=-8.546
C -0.018 2.225 0.170
C -0.774 0.908 -0.074
N -2.103 0.876 0.536
C 0.049 -0.431 0.255
N 1.022 -0.550 -0.925
C 0.551 -1.396 -1.943
C 2.353 -0.943 -0.516
H 1.047 2.073 -0.175
H -0.406 2.938 -0.477
H 0.136 2.481 1.176
H -0.805 0.894 -1.231
H -2.487 1.712 0.726
H -2.711 0.262 0.119
H 0.703 -0.228 1.149
H -0.533 -1.308 0.382
H -0.489 -1.365 -2.270
H 0.649 -2.560 -1.772
H 1.083 -1.183 -2.893
H 2.554 -0.873 0.556
H 2.561 -1.958 -0.701
H 3.084 -0.609 -1.125
O -1.659 -0.491 3.279
H -1.823 -0.900 2.486
H -1.986 0.423 3.267


b.
24
Properties=species:S:1:pos:R:3 method="wB97M-V/def2-TZVPD" gap_ev=9.846 homo_energy_ev=-8.994
C -1.533 0.829 -0.585
C -0.478 1.375 0.386
C 0.871 0.638 0.753
C 1.675 0.210 -0.476
N 0.781 -0.481 1.659
N 1.687 1.617 1.469
H -1.080 0.382 -1.467
H -2.220 0.129 -0.112
H -2.144 1.665 -0.927
H -0.156 2.337 -0.027
H -0.975 1.594 1.337
H 1.257 -0.680 -0.935
H 2.684 -0.015 -0.145
H 1.713 1.009 -1.212
H 0.106 -0.334 2.399
H 0.612 -1.369 1.209
H 1.250 1.874 2.345
H 1.834 2.454 0.919
C -0.989 -2.418 -1.388
O -0.843 -2.097 -0.032
H -0.246 -1.911 -2.014
H -1.990 -2.168 -1.757
H -0.841 -3.493 -1.476
H -0.978 -1.149 0.077


Stability ranking, top entry: b; the second entry is 143.7 kJ/mol less favorable.